No. 1
106
Properties=species:S:1:pos:R:3:forces:R:3:lowdin_spin:R:1 method="wB97M-V/def2-TZVPD" multiplicity=6 charge=+1 total_energy_ev=-119469.8854 lumo_ev="-3.270 / -4.917"
C 12.2477 7.8695 9.0110 -0.2 -0.9 -0.7 0.01
F 10.6417 11.0575 12.0248 0.6 -0.2 -1.0 0.04
H 9.7575 16.9533 12.1683 0.1 -0.5 0.3 0.00
H 9.6466 8.9637 16.6978 -0.3 0.2 -0.2 0.00
N 13.4810 9.6416 15.2886 4.9 -0.2 5.0 0.20
Ir 12.1218 9.9462 14.0219 -2.0 -0.5 -3.3 1.84
H 11.2587 8.3176 16.3417 -0.1 0.7 -0.2 0.00
N 9.8694 7.0549 11.6596 -0.7 -2.4 2.6 0.00
H 13.0560 10.5168 20.7710 0.5 -1.0 0.0 0.00
C 14.2206 8.6606 20.5979 0.5 -0.4 0.6 0.00
H 16.4806 12.8510 18.5981 -0.1 -0.8 0.3 0.00
N 13.0044 13.4429 16.1636 2.8 -0.1 0.5 0.02
C 10.4285 13.1622 19.3726 -0.6 -0.5 -0.3 0.00
H 9.9162 17.3367 14.6172 -0.2 0.9 0.5 0.00
C 13.0840 8.8798 10.9730 0.9 0.9 1.5 0.00
H 15.2688 7.4000 17.6371 -0.1 0.3 0.2 0.00
H 15.9231 13.2575 11.7871 -0.3 0.8 -0.2 0.00
C 11.0992 7.3621 9.6521 1.2 1.1 -0.7 0.09
C 10.4273 14.8811 12.3830 0.7 0.6 -0.5 0.00
F 12.2707 12.1584 10.6571 -1.1 -0.1 0.7 0.00
C 15.3439 13.3675 13.8093 -0.6 -0.5 0.5 0.00
C 10.9939 13.9306 13.2412 0.5 -0.6 -0.3 0.00
O 9.9377 7.0343 12.9669 -1.3 0.2 -3.6 0.00
H 13.9545 17.0707 19.1345 0.4 -0.3 0.3 0.00
F 11.0357 10.5494 9.6582 -0.4 0.2 1.2 0.00
C 8.6833 11.9998 18.2812 -0.5 0.0 -1.1 0.00
H 10.8530 15.6344 16.1540 -0.5 -0.2 -0.2 0.00
C 15.3388 15.6559 20.1217 -0.5 -1.0 0.4 0.00
H 15.7511 10.0741 13.6883 0.3 0.1 -0.5 0.00
H 13.5372 15.5451 17.1861 0.4 0.3 0.6 0.00
N 11.6388 11.4739 14.8502 -0.8 5.5 3.0 0.16
H 12.0261 13.9928 18.2113 -0.4 -0.5 0.0 0.00
S 14.5274 13.0660 16.4238 1.1 -1.4 -1.2 0.01
C 16.5125 9.5665 14.2663 -0.5 -1.3 0.2 0.00
C 10.6295 12.7970 17.0365 0.2 -1.5 0.4 0.01
H 19.1645 8.1307 16.6735 -0.1 -0.1 -0.5 0.00
C 13.2826 8.5208 9.6639 -0.6 0.8 -0.5 0.06
H 10.8209 13.5862 20.2506 0.5 0.5 1.0 0.00
C 17.4024 15.1060 14.2658 0.1 0.5 -1.0 0.00
H 17.7897 9.0732 12.6044 0.2 0.0 0.9 0.00
C 10.9583 7.6479 10.9881 1.5 1.1 0.5 0.01
H 11.5985 13.1110 12.8578 -0.8 -0.3 -0.5 0.00
C 17.1591 8.7662 16.4691 0.0 0.1 -0.1 0.00
O 11.6490 6.8676 7.0334 0.5 -0.1 -2.1 0.55
H 10.3464 6.7887 9.1622 -0.2 -0.2 -0.5 0.01
H 13.2689 11.1191 18.4754 0.2 -0.2 0.1 0.00
H 15.4279 16.2165 21.0549 0.1 -0.1 -0.4 0.00
H 9.2695 11.3446 16.2998 -0.6 0.2 -0.6 0.00
O 9.0511 6.3940 11.0273 1.0 1.4 1.3 0.00
C 15.8180 13.6615 18.8209 0.3 0.2 0.4 0.00
H 14.4506 12.7337 13.6497 0.7 0.0 -0.1 0.00
H 10.5523 6.3992 15.1848 -0.1 0.2 0.0 0.00
H 9.4998 6.5188 16.6065 0.1 -0.1 0.1 0.00
C 14.8577 7.7953 19.7327 0.1 -0.2 -0.9 0.00
C 14.4962 16.1216 19.1040 -0.1 -0.8 -1.0 0.00
C 9.4741 12.0191 17.1101 0.2 0.2 0.0 0.00
S 11.6896 12.7849 15.5942 -1.3 -1.3 -1.6 0.08
C 13.7136 10.1810 18.8096 0.1 -0.3 0.4 0.00
H 17.5812 15.1965 12.0082 0.1 -0.3 1.1 0.00
C 16.0594 13.8274 12.7040 0.7 -0.3 1.0 0.00
H 17.0129 8.6258 17.5561 0.1 0.4 -0.9 0.00
C 13.6068 9.7825 20.1456 -1.3 2.8 -1.3 0.00
C 10.1573 16.3868 14.2309 1.2 -2.3 0.0 0.00
C 10.0913 16.1522 12.8406 -0.5 -0.5 1.2 0.00
H 15.3910 6.9063 20.1296 -0.6 0.6 -0.6 0.00
H 10.0634 8.4683 13.9416 0.0 0.4 0.8 0.00
C 11.0151 14.0916 14.6141 -0.4 2.2 -0.6 0.01
C 11.1348 13.3520 18.1904 -0.1 0.9 1.2 0.00
B 10.9637 11.5561 10.6636 0.2 0.3 -1.1 0.00
C 14.4076 9.3451 17.9384 -0.6 1.3 -0.5 0.01
H 14.2326 8.5679 21.6612 0.1 -0.7 0.5 0.00
C 9.7815 6.9967 15.6685 -0.8 0.5 0.9 0.00
C 17.6914 9.0133 13.7057 -0.5 -0.2 0.5 0.00
C 16.1588 9.2472 15.5856 1.6 1.2 1.2 0.02
H 7.6257 11.7273 18.2305 0.5 -0.7 -0.1 0.00
O 10.2113 9.1484 14.6798 0.2 -0.1 0.0 0.04
C 18.4081 8.4309 15.9421 -0.2 -0.8 0.0 0.00
C 15.6803 13.7233 15.1311 -2.2 0.3 -1.3 0.00
C 14.9519 14.0930 17.8398 -0.9 0.3 0.4 0.00
C 14.1140 9.8526 11.6825 -1.2 -0.5 0.6 0.01
N 12.4321 7.6485 7.6218 -2.5 -0.7 4.8 0.38
C 9.1836 12.4946 19.4514 1.0 1.2 0.1 0.00
H 19.5284 7.9666 14.1260 0.4 -0.2 0.0 0.00
H 10.3971 14.7048 11.3076 0.1 -0.3 0.3 0.00
H 8.8803 7.0243 15.0534 0.1 -0.2 0.0 0.00
C 18.6327 8.3661 14.5536 -1.5 1.8 -0.1 0.00
F 9.9357 12.4647 10.3265 0.8 -0.4 0.5 0.00
C 11.9520 8.3918 11.7088 0.9 -0.8 -2.3 0.06
S 14.6287 9.9932 16.2471 -1.7 -0.8 -2.1 0.10
O 13.3764 8.2667 7.0249 1.1 0.3 -2.3 0.84
C 14.8517 8.1196 18.3431 0.8 -1.7 1.1 0.00
N 15.1265 11.5826 16.6229 -1.3 0.8 -0.1 0.02
C 14.2608 15.2986 17.9776 -0.2 0.3 0.0 0.00
C 10.2352 8.4385 15.9556 0.7 -1.9 -0.6 0.00
O 13.5739 10.4845 12.7411 0.9 0.2 -1.1 0.14
H 16.8330 14.9786 16.4019 0.4 0.2 -0.2 0.00
H 14.1054 8.8566 9.0175 -0.1 0.0 0.9 0.01
O 11.9846 8.3911 13.0225 0.3 -1.2 -0.2 0.18
O 15.2693 10.0544 11.3623 -1.1 -0.4 -0.2 0.01
C 17.0928 14.7743 12.9109 -0.7 -0.8 1.0 0.00
C 15.9217 14.3681 20.0315 -0.7 1.0 -1.7 0.00
H 8.6107 12.4741 20.3884 0.4 0.0 -0.5 0.00
H 16.4309 13.8773 20.8258 0.6 0.2 0.6 0.00
C 16.6536 14.6584 15.3835 0.8 -0.1 -0.7 0.00
H 18.2761 15.7541 14.4106 -0.6 -0.1 0.2 0.00
C 10.6424 15.3699 15.1140 -0.2 0.5 -0.4 0.00



No. 2
99
Properties=species:S:1:pos:R:3:forces:R:3:lowdin_spin:R:1 method="wB97M-V/def2-TZVPD" multiplicity=2 charge=+1 total_energy_ev=-113380.1937 lumo_ev="-2.697 / -3.392"
Cl -0.8908 1.4826 -2.4436 0.1 -0.2 0.1 0.00
F 2.1748 -0.8882 -8.0168 0.0 0.0 0.0 0.00
H 1.6745 2.0749 5.3793 0.0 0.0 0.0 0.00
H 2.2977 3.0522 4.0552 0.0 0.0 0.0 0.00
C 2.5872 0.9286 3.7753 0.0 0.0 -0.1 0.00
C 1.5122 -0.6160 -3.9596 0.1 0.0 -0.1 0.00
C 2.7708 1.7238 -0.7369 0.1 -0.2 0.0 0.00
C 3.9958 -3.4605 -1.1260 0.0 0.0 0.0 0.00
C 0.4838 -1.0770 1.3038 0.5 -0.1 0.2 0.00
C -0.4637 4.0464 4.1823 0.0 0.1 0.0 0.00
H 0.2676 4.0622 3.3839 0.0 -0.1 0.0 0.00
C -3.7427 2.2941 4.9870 0.0 0.0 0.0 0.00
H 3.7675 1.8156 -3.2567 0.0 0.0 0.0 0.00
F 7.2213 -4.1867 -1.8618 0.0 0.0 0.0 0.00
C 2.2538 0.2812 -3.1964 0.0 0.0 0.0 0.00
H -1.2345 5.6355 7.0649 0.0 0.0 0.0 0.00
Cl -1.4124 -1.4005 -2.1124 -0.2 0.0 -0.1 0.06
C 2.4816 2.1515 4.6437 0.0 0.0 0.0 0.00
H -3.2321 4.8129 -0.8362 0.0 0.0 0.0 0.00
F 2.4542 5.5043 2.2847 -0.1 0.0 0.0 0.00
H 0.0332 3.6644 0.2902 0.0 0.0 0.0 0.00
C -3.2066 3.7688 -0.5478 0.0 0.0 0.0 0.00
H -2.6051 2.3111 2.5563 0.0 0.1 -0.1 0.00
C -3.1401 1.1029 0.1726 0.0 0.0 0.0 0.00
H 2.8687 -2.2795 1.6495 0.0 -0.1 -0.1 0.00
H 0.1972 1.5897 4.0712 0.0 -0.1 0.0 0.00
C -2.5544 3.2074 5.0884 0.1 0.0 0.0 0.00
F 4.5930 5.4544 1.9839 0.0 0.0 0.0 0.00
H 1.0808 -1.3610 -5.9279 0.0 0.0 0.0 0.00
H -5.1475 3.3537 -1.3556 0.0 0.0 0.0 0.00
H -5.0946 0.9616 -0.6973 0.0 0.0 0.0 0.00
H -0.9264 5.0594 -0.2339 0.0 0.0 0.0 0.00
H 0.5063 5.5935 5.2966 0.0 0.0 0.0 0.00
C 2.3116 2.9228 -1.2817 0.0 0.1 0.0 0.01
H -3.0915 0.0574 0.4555 0.0 0.0 0.0 0.00
C 3.0546 -2.4453 -1.2178 0.0 0.0 0.1 0.00
C 3.2572 4.1280 0.5599 0.0 0.0 0.0 0.00
F 1.9999 1.2664 -7.9928 0.0 0.0 0.0 0.00
H 3.6927 -4.4967 -1.1793 0.0 0.0 0.0 0.00
H -3.1853 4.1397 6.8993 0.0 0.0 0.0 0.00
N -0.8869 1.3514 1.0650 -0.6 -0.2 0.2 0.03
H 3.4036 2.2980 5.2032 0.0 0.0 0.0 0.00
C 2.5530 4.1252 -0.6347 0.0 -0.1 0.0 0.00
H -1.2767 -0.1494 -4.1009 0.0 0.0 0.0 0.00
H -0.9554 4.5443 1.4483 0.0 0.0 0.0 0.00
H -3.4354 1.2519 4.8831 0.0 0.0 0.0 0.00
C 1.6487 -0.6533 -5.3397 0.0 0.0 0.1 0.00
C 3.4454 -1.1138 -1.1408 -0.1 0.0 0.1 0.01
F 5.8464 -5.4304 -0.7470 0.0 0.0 0.0 0.00
H 2.1830 5.0521 -1.0516 0.0 0.0 0.0 0.00
C -2.4165 4.1077 6.1372 0.0 0.0 0.0 0.00
H -4.3691 2.3779 5.8725 0.0 0.0 0.0 0.00
H 4.5695 0.4811 4.4255 0.0 0.0 0.0 0.00
C 3.1595 1.1291 -3.8313 0.0 0.0 0.0 0.00
H -2.7570 0.2317 -3.1396 0.0 0.0 0.0 0.00
C 2.5327 0.2148 -5.9587 0.0 0.0 -0.1 0.00
C 1.6221 -0.6258 2.1574 -0.1 -0.1 0.0 0.01
H 0.8443 -1.3138 -3.4712 0.0 0.0 0.0 0.00
H -4.3696 2.5387 4.1241 0.0 0.0 0.0 0.00
C -4.2550 1.6089 -0.4797 0.0 0.0 0.0 0.00
C -0.7331 1.6055 2.3526 0.1 0.0 0.2 0.01
C 3.7519 0.1736 3.7852 0.0 0.0 0.0 0.00
H 6.7802 -1.5612 -0.7625 0.0 0.0 0.0 0.00
F 7.1212 -4.0219 0.2896 0.0 0.0 0.0 0.00
H -0.4396 -1.0388 1.8869 -0.1 -0.1 0.0 0.00
C 5.3285 -3.1318 -0.9442 0.1 0.0 0.0 0.00
H 2.0053 -2.6956 -1.3315 0.0 0.0 0.0 0.00
C -0.3417 4.9230 5.2503 0.0 0.0 0.0 0.00
N -1.7101 2.2881 3.0206 0.0 0.1 -0.2 0.00
C 5.7330 -1.8034 -0.8894 0.0 0.0 0.0 0.00
P 2.1462 0.1354 -1.3784 -0.1 -0.1 0.1 0.03
C -1.3184 4.9511 6.2318 0.0 0.0 0.0 0.00
C 3.2916 1.1028 -5.2095 0.0 0.0 0.0 0.00
H 4.7635 -1.5728 3.0530 0.0 0.0 0.0 0.00
Ir 0.1515 0.1477 -0.2818 0.3 0.8 -0.5 0.78
H 3.9934 1.7634 -5.7012 0.0 0.0 0.0 0.00
C 3.7518 2.9460 1.0908 0.0 0.0 0.0 0.00
C 3.5055 1.7452 0.4472 0.0 0.1 0.0 0.01
C 6.3797 -4.2050 -0.8163 0.0 0.0 0.0 0.00
H 0.6511 -2.1060 0.9789 0.0 0.0 0.0 0.00
H 4.3198 2.9558 2.0120 0.0 0.0 0.0 0.00
C -4.2851 2.9475 -0.8440 0.0 0.0 0.0 0.00
C 2.6660 0.2266 -7.4608 0.0 0.0 0.1 0.00
C 4.7930 -0.7941 -1.0031 0.1 0.0 0.0 0.00
C -2.0620 1.9308 0.4580 0.2 0.1 0.0 0.00
C 2.8046 -1.3625 2.2153 0.0 0.1 0.0 0.00
N 0.3061 1.2364 3.1308 0.0 0.0 -0.1 0.01
H 5.1162 0.2386 -0.9703 0.0 0.0 0.0 0.00
C 3.8622 -0.9746 3.0161 0.0 0.0 0.0 0.00
C -1.6924 0.0339 -3.1172 0.0 0.0 0.0 0.00
F 3.3251 6.4911 0.5678 0.0 0.0 0.0 0.00
C 3.4197 5.4040 1.3405 0.1 0.0 0.0 0.00
C -1.5492 3.1821 4.1172 0.0 -0.1 0.1 0.00
C -0.9176 4.1856 0.4164 0.0 0.0 0.0 0.00
H 3.8718 0.8271 0.8858 0.0 0.0 0.1 0.00
C 1.5256 0.5153 2.9574 0.0 0.1 0.0 0.00
C -2.0789 3.2840 0.1087 -0.1 0.0 0.0 0.00
F 3.9461 0.3423 -7.8388 0.0 0.0 0.0 0.00
H 1.7412 2.9246 -2.2029 0.0 0.0 0.0 0.00



- Which of these has the highest multiplicity?
  C45H38BF4IrN6O8S3



- Among the records above, which one has the lowest multiplicity?
  C45H38Cl2F9IrN3P